(1)
Computed, not measured: a structure of composition C28H28AuN5O4STe in a non-equilibrium geometry, with ωB97M-V/def2-TZVPD.

- orbital gap (spin up / spin down) (eV) = 4.18 / 5.55
- ⟨S²⟩ = 2.037
- 2S+1 = 3

Last column: natural (NBO) charge in e.
CARTESIAN COORDINATES (ANGSTROEM)
1 Au -0.2936 0.2797 -0.1129  0.644
2 C 5.2905 0.9387 3.3707  -0.640
3 C 4.5538 1.0041 2.0703  0.011
4 C 4.0226 2.2315 1.6278  -0.232
5 C 3.2570 2.3013 0.4832  -0.095
6 C 3.0623 1.1275 -0.2951  -0.355
7 C 3.4841 -0.1295 0.2217  -0.159
8 C 4.2168 -0.2109 1.3846  -0.235
9 S 2.2044 1.2057 -1.8613  2.319
10 O 2.7170 2.3536 -2.6357  -0.971
11 O 2.2003 -0.0677 -2.5124  -0.954
12 N 0.6919 1.6165 -1.3469  -0.977
13 C -0.0491 2.6957 -1.7740  0.181
14 C 0.3128 3.6751 -2.8015  -0.389
15 C -0.3320 4.9313 -2.8304  -0.224
16 C -1.5605 5.0492 -2.2686  -0.206
17 C -2.1458 4.0034 -1.4911  -0.101
18 C -3.4737 4.0626 -0.9129  -0.135
19 C -4.1095 2.9558 -0.3891  -0.295
20 C -3.2919 1.8025 -0.3504  0.060
21 N -1.9944 1.7458 -0.7318  -0.525
22 C -1.3789 2.7954 -1.2530  0.190
23 H 5.9181 0.0444 3.4379  0.217
24 H 4.5653 0.8029 4.2152  0.227
25 H 5.9103 1.8693 3.6439  0.222
26 H 4.1003 3.1185 2.2277  0.214
27 H 2.8566 3.2330 0.1765  0.222
28 H 3.1781 -1.0304 -0.3358  0.229
29 H 4.5856 -1.1766 1.7338  0.213
30 H 1.3204 3.5044 -3.0938  0.294
31 H 0.1683 5.7642 -3.4173  0.228
32 H -2.1586 5.9454 -2.4205  0.209
33 H -3.9606 5.0341 -0.9162  0.208
34 H -5.0712 3.0782 0.1259  0.228
35 H -3.7212 0.8077 -0.0132  0.191
36 Te -0.6573 2.2503 -4.3664  -0.018
37 O -0.8595 1.3564 2.7570  -0.563
38 C -1.1797 0.1755 2.6042  0.666
39 N -1.1087 -0.5958 1.4415  -0.744
40 C -1.4146 -1.9488 1.6361  0.679
41 O -1.5353 -2.8613 0.7937  -0.677
42 C -1.7007 -2.0307 3.0677  -0.134
43 C -1.9281 -3.1132 3.9184  -0.176
44 C -2.1740 -2.8444 5.2845  -0.209
45 C -2.1170 -1.5922 5.8741  -0.204
46 C -1.8739 -0.5319 5.0081  -0.173
47 C -1.6340 -0.7678 3.6711  -0.113
48 H -2.0238 -4.1341 3.5789  0.218
49 H -2.3553 -3.7279 5.8552  0.206
50 H -2.2956 -1.4311 6.9811  0.225
51 H -1.6761 0.4368 5.3334  0.226
52 N -0.4605 -4.3376 -3.3800  -0.522
53 C -0.0064 -4.3901 -1.9094  -0.231
54 C 0.5785 -3.0523 -1.5761  -0.265
55 N -0.3800 -1.9643 -1.8077  -0.612
56 C -0.9922 -1.9572 -3.1184  -0.266
57 C -1.5371 -3.2995 -3.5343  -0.242
58 H -0.8676 -5.2995 -3.6335  0.434
59 H 0.3272 -4.1606 -4.0457  0.436
60 H 0.7462 -5.1775 -1.8444  0.217
61 H -0.8937 -4.6225 -1.2866  0.243
62 H 1.4694 -2.8661 -2.1730  0.208
63 H 0.9187 -3.0377 -0.5458  0.256
64 H -1.1188 -2.0667 -1.1215  0.401
65 H -0.2311 -1.5989 -3.8136  0.216
66 H -1.8515 -1.2476 -3.1112  0.251
67 H -1.8611 -3.2809 -4.6159  0.227
68 H -2.3820 -3.6433 -2.8768  0.223

=====

(2)
Computed, not measured: a cluster of 6 separate species, C28H28Br4N4O8 in total in a non-equilibrium geometry, with ωB97M-V/def2-TZVPD.

- orbital gap (eV) = 9.09
- SMILES string = O=[N+]([O-])c1ccccc1.O=[N+]([O-])c1ccccc1.O=[N+]([O-])c1ccccc1.O=[N+]([O-])c1ccccc1.BrCCBr.BrCCBr
- 2S+1 = 1

Last column: Löwdin charge in e.
CARTESIAN COORDINATES (ANGSTROEM)
1 O 9.9736 -2.8758 -22.8615  0.076
2 N 9.8857 -2.8458 -24.0415  -0.365
3 O 9.4568 -1.8383 -24.6132  0.062
4 C 10.3150 -4.0530 -24.7329  -0.113
5 C 11.3801 -4.8804 -24.2762  0.007
6 C 11.6428 -6.0334 -24.9794  -0.087
7 C 10.8213 -6.4993 -25.9803  -0.093
8 C 9.7603 -5.7664 -26.4615  -0.051
9 C 9.4938 -4.4957 -25.8452  0.031
10 H 11.9367 -4.6174 -23.3888  0.118
11 H 12.4835 -6.6827 -24.7843  0.110
12 H 11.0806 -7.4699 -26.3767  0.109
13 H 9.1018 -6.1130 -27.2442  0.105
14 H 8.6815 -3.8655 -26.1760  0.108
15 O 3.6867 4.2958 -22.1800  0.036
16 N 4.8199 3.8545 -21.8813  -0.317
17 O 5.0229 3.5276 -20.7095  0.056
18 C 5.9238 3.9274 -22.8774  -0.105
19 C 7.2303 3.4769 -22.5471  -0.062
20 C 8.1331 3.1984 -23.5016  -0.108
21 C 7.7867 3.2748 -24.8328  -0.076
22 C 6.5357 3.7175 -25.2048  -0.065
23 C 5.6076 4.1871 -24.2393  0.022
24 H 7.5082 3.2643 -21.5254  0.073
25 H 9.0389 2.6427 -23.3087  0.105
26 H 8.4953 3.0730 -25.6224  0.111
27 H 6.2720 3.7194 -26.2522  0.104
28 H 4.6381 4.5200 -24.5793  0.111
29 O 5.4944 -0.8606 -18.2371  0.039
30 N 4.3298 -0.6024 -17.9055  -0.329
31 O 3.8804 -0.5581 -16.7859  0.079
32 C 3.3244 -0.3435 -18.9950  -0.132
33 C 3.7815 -0.0361 -20.2718  -0.006
34 C 2.9011 0.1838 -21.3293  -0.072
35 C 1.5582 0.1052 -21.1142  -0.082
36 C 1.0623 -0.2988 -19.8626  -0.048
37 C 1.9490 -0.5066 -18.7746  -0.012
38 H 4.8427 0.0526 -20.4518  0.093
39 H 3.2786 0.4893 -22.2939  0.109
40 H 0.8181 0.3169 -21.8718  0.107
41 H 0.0016 -0.1323 -19.7453  0.103
42 H 1.5521 -0.6993 -17.7888  0.108
43 O 4.1493 -6.8610 -28.4312  0.075
44 N 4.9411 -6.4074 -27.6253  -0.358
45 O 5.6798 -5.5005 -27.8811  0.074
46 C 4.9342 -6.8243 -26.1789  -0.121
47 C 5.8144 -6.3148 -25.2506  -0.006
48 C 5.7735 -6.8520 -23.9538  -0.070
49 C 4.7616 -7.7337 -23.5916  -0.086
50 C 3.7850 -8.0864 -24.4438  -0.081
51 C 3.9430 -7.7409 -25.7733  -0.001
52 H 6.5539 -5.5668 -25.4956  0.102
53 H 6.4524 -6.3910 -23.2517  0.043
54 H 4.7419 -8.1937 -22.6147  0.113
55 H 3.0782 -8.8907 -24.3021  0.115
56 H 3.3904 -8.2330 -26.5600  0.116
57 Br 7.4847 -4.4254 -18.6935  0.608
58 C 5.5294 -4.2393 -18.6921  -0.706
59 C 4.9558 -3.9849 -17.2757  -0.585
60 Br 2.9414 -3.9200 -17.4897  0.589
61 H 5.1616 -5.1799 -19.1021  0.044
62 H 5.2934 -3.4638 -19.4208  0.011
63 H 5.2413 -3.0401 -16.8130  0.037
64 H 5.2017 -4.8051 -16.6013  0.053
65 Br 8.1263 0.5455 -20.9171  0.634
66 C 7.7857 -1.4832 -20.8279  -0.599
67 C 6.9461 -1.8552 -22.0267  -0.607
68 Br 6.7020 -3.8612 -22.0783  0.635
69 H 7.2484 -1.7284 -19.9117  0.002
70 H 8.7352 -2.0184 -20.8211  0.042
71 H 7.5029 -1.6226 -22.9344  0.022
72 H 5.9636 -1.4519 -22.2718  0.048

=====

(3)
Computed, not measured: a structure of composition C28H28BrClF4N4O8Y in a non-equilibrium geometry, with ωB97M-V/def2-TZVPD.

- orbital gap (eV) = 7.64
- total charge = -1
- 2S+1 = 1

Last column: natural (NBO) charge in e.
CARTESIAN COORDINATES (ANGSTROEM)
1 Y -0.2006 0.3624 0.1459  1.950
2 N -0.1902 0.1706 -4.4772  -0.735
3 C 0.2152 -0.8782 -3.4984  -0.065
4 C 1.7004 -1.1740 -3.5197  -0.426
5 C 2.0300 -2.0572 -2.3128  -0.037
6 N 1.8225 -1.2803 -1.0890  -0.866
7 C 1.1658 -3.3208 -2.3136  -0.403
8 C -0.3358 -3.0689 -2.4647  -0.038
9 N -0.8638 -2.4367 -1.2590  -0.838
10 C -0.5995 -2.1477 -3.6632  -0.417
11 H -1.2199 0.4178 -4.2445  0.474
12 H -0.1014 -0.1448 -5.4390  0.392
13 H 0.3926 1.0113 -4.3335  0.459
14 H -0.0437 -0.4433 -2.5437  0.254
15 H 2.2815 -0.2511 -3.4733  0.243
16 H 1.9681 -1.7006 -4.4436  0.195
17 H 3.0773 -2.3750 -2.3997  0.179
18 H 2.4869 -0.5139 -1.0510  0.403
19 H 2.0152 -1.8301 -0.2590  0.397
20 H 1.3479 -3.8851 -1.3935  0.212
21 H 1.4939 -3.9582 -3.1410  0.205
22 H -0.8189 -4.0336 -2.6745  0.175
23 H -0.7946 -3.0344 -0.4439  0.387
24 H -1.8361 -2.1717 -1.3648  0.387
25 H -1.6648 -1.9164 -3.7325  0.228
26 H -0.3084 -2.6625 -4.5872  0.197
27 Br 4.5508 5.0143 4.1588  0.033
28 C 4.4584 3.1714 3.7058  -0.070
29 C 5.4335 2.3129 4.1877  -0.243
30 C 5.3668 0.9672 3.8548  -0.216
31 C 4.3402 0.4964 3.0508  -0.192
32 C 3.3708 1.3713 2.5789  -0.062
33 C 3.4241 2.7208 2.9070  -0.228
34 C 2.2517 0.8615 1.7104  0.768
35 O 1.3667 1.6838 1.3510  -0.768
36 O 2.2323 -0.3438 1.3789  -0.751
37 H 6.2292 2.6924 4.8138  0.220
38 H 6.1222 0.2878 4.2288  0.210
39 H 4.2684 -0.5479 2.7795  0.232
40 H 2.6586 3.3854 2.5316  0.260
41 F -4.9710 1.4889 -2.4382  -0.317
42 C -4.4212 0.2847 -2.2224  0.884
43 F -4.7128 -0.0832 -0.9738  -0.310
44 F -5.0315 -0.5918 -3.0510  -0.334
45 C -2.8927 0.3147 -2.5027  0.737
46 O -2.6056 0.5751 -3.6897  -0.723
47 O -2.1522 0.0638 -1.5434  -0.712
48 O 1.4103 3.7796 -1.8663  -0.779
49 Cl 1.3367 2.4098 -2.2223  2.558
50 O 2.2586 1.6070 -1.4572  -0.828
51 O 1.6044 2.2350 -3.6411  -0.880
52 O -0.0158 1.8790 -1.9611  -0.885
53 F -3.8338 5.1767 2.6191  -0.354
54 C -3.1221 4.1452 2.0796  0.376
55 C -2.7735 3.0831 2.8846  -0.312
56 C -2.0457 2.0411 2.3150  -0.205
57 C -1.6551 2.0177 0.9675  -0.556
58 C -2.0538 3.1331 0.2145  -0.197
59 C -2.7766 4.1979 0.7472  -0.313
60 H -3.0667 3.0784 3.9272  0.211
61 H -1.7836 1.2111 2.9676  0.200
62 H -1.7915 3.1952 -0.8377  0.203
63 H -3.0689 5.0515 0.1480  0.211
64 N -3.0191 -4.7139 5.3705  -0.370
65 C -2.5946 -3.9934 4.5796  0.308
66 C -2.0561 -3.0997 3.5896  -0.226
67 C -0.6781 -2.9319 3.4766  -0.172
68 C -0.1692 -2.0612 2.5220  -0.237
69 C -0.9836 -1.3365 1.6317  -0.560
70 C -2.3655 -1.5562 1.7781  -0.165
71 C -2.9077 -2.3993 2.7368  -0.201
72 H -0.0188 -3.4713 4.1464  0.207
73 H 0.9076 -1.9304 2.4828  0.220
74 H -3.0638 -1.0277 1.1321  0.208
75 H -3.9799 -2.5232 2.8286  0.212

=====

(4)
Computed, not measured: a structure of composition C28H28Cl2IrN6O2S5 in a non-equilibrium geometry, with ωB97M-V/def2-TZVPD.

- orbital gap (spin up / spin down) (eV) = 5.57 / 3.74
- total charge = +2
- ⟨S²⟩ = 8.819
- 2S+1 = 6

Last column: natural (NBO) charge in e.
CARTESIAN COORDINATES (ANGSTROEM)
1 Ir 0.4533 0.8720 -0.8297  1.029
2 S -3.8889 6.7424 -0.5674  0.530
3 C -2.9409 8.1298 -0.3535  -0.261
4 C -1.5814 7.8619 -0.3206  -0.227
5 C -1.3050 6.5128 -0.4830  -0.148
6 C -2.4595 5.7350 -0.6258  -0.130
7 C -2.5686 4.3203 -0.7215  -0.114
8 C -1.4108 3.5243 -0.9523  0.153
9 N -1.4315 2.2236 -0.9551  -0.448
10 C -2.6100 1.5732 -0.7634  0.176
11 C -3.8323 2.2690 -0.5706  -0.008
12 C -5.0487 1.5322 -0.3742  -0.197
13 C -5.0399 0.1853 -0.3598  -0.147
14 C -3.8189 -0.5452 -0.5545  -0.043
15 C -3.7658 -1.9384 -0.5284  -0.148
16 C -2.5577 -2.5991 -0.7250  -0.051
17 C -1.4112 -1.7944 -0.9525  0.093
18 N -1.4403 -0.4901 -0.9597  -0.458
19 C -2.6114 0.1571 -0.7646  0.198
20 C -2.4415 -4.0387 -0.7092  -0.173
21 C -1.3065 -4.8088 -0.8574  -0.215
22 C -1.5676 -6.1895 -0.8031  -0.256
23 C -2.8937 -6.4646 -0.6152  -0.360
24 S -3.8372 -5.0566 -0.5033  0.472
25 C -3.7894 3.6520 -0.5491  -0.035
26 H -3.4165 9.0946 -0.2555  0.273
27 H -0.8315 8.6252 -0.1770  0.264
28 H -0.3029 6.1084 -0.4731  0.250
29 H -0.4570 3.9966 -1.1470  0.223
30 H -5.9677 2.0853 -0.2302  0.238
31 H -5.9512 -0.3775 -0.2045  0.240
32 H -4.6761 -2.4977 -0.3528  0.234
33 H -0.4414 -2.2427 -1.1376  0.257
34 H -0.3199 -4.3927 -1.0173  0.244
35 H -0.8163 -6.9574 -0.9111  0.244
36 H -3.3609 -7.4337 -0.5390  0.260
37 H -4.7032 4.2076 -0.3771  0.224
38 N 2.8333 0.8116 -0.6595  -0.824
39 C 3.1466 -0.3862 0.1310  -0.172
40 C 4.6566 -0.6142 0.2648  -0.407
41 C 5.1762 -1.7697 1.1420  -0.416
42 C 4.8758 -1.6717 2.6540  -0.233
43 N 3.5098 -1.9304 3.1166  -0.556
44 C 2.8827 -3.0979 3.0891  0.695
45 N 1.5848 -3.1359 3.4085  -0.763
46 N 3.5501 -4.2327 2.9048  -0.754
47 C 2.3175 -1.5529 -0.4996  0.783
48 O 2.5719 -2.7172 -0.1993  -0.700
49 O 1.3922 -1.1738 -1.2887  -0.800
50 H 3.1921 0.7097 -1.6051  0.391
51 H 3.2579 1.6366 -0.2507  0.397
52 H 2.7108 -0.2134 1.1128  0.208
53 H 5.0995 0.3066 0.6594  0.202
54 H 5.0512 -0.7508 -0.7462  0.222
55 H 6.2654 -1.7388 1.0686  0.232
56 H 4.8413 -2.7199 0.7331  0.237
57 H 5.1185 -0.6663 2.9959  0.228
58 H 5.5434 -2.3495 3.1919  0.209
59 H 2.9567 -1.1391 3.4074  0.419
60 H 1.0477 -2.2825 3.4274  0.428
61 H 1.0760 -3.9995 3.3439  0.418
62 H 4.5197 -4.2112 2.6437  0.426
63 H 3.0514 -5.0828 2.7123  0.423
64 S 1.4271 2.2033 3.6919  0.366
65 C 0.9228 1.8400 2.1350  -0.600
66 S 0.2006 0.3304 1.7777  -0.196
67 S 1.1621 2.9441 0.8702  -0.154
68 Cl -1.5944 1.1140 -4.2022  -0.014
69 C 0.1364 0.9339 -4.5189  -0.383
70 Cl 1.1352 1.7970 -3.3284  0.016
71 H 0.3482 1.3476 -5.4972  0.245
72 H 0.3830 -0.1201 -4.4655  0.242